# 1
The following is a DFT calculation (ωB97M-V/def2-TZVPD) of 2 unconnected molecules or ions with the total composition C4H7NO in a non-equilibrium geometry.

Last column: Mulliken charge in e.
CARTESIAN COORDINATES (ANGSTROEM)
C  -1.05489  1.72138  0.07481  -1.047
C  -0.80030  0.43786  -0.67538  -0.338
C  1.22617  -1.09594  0.32419  -0.124
O  2.45951  -1.38750  0.67826  -0.415
C  -1.16321  -0.78089  -0.16630  0.414
N  -1.09051  -1.85518  0.33814  -0.587
H  -2.02697  2.16655  -0.17808  0.304
H  -1.04106  1.56036  1.15836  0.288
H  -0.28761  2.46664  -0.16328  0.309
H  -0.72994  0.50648  -1.75983  0.310
H  0.90325  -1.32578  -0.67389  0.187
H  0.69294  -0.52502  1.05825  0.325
H  2.91262  -1.88895  -0.01525  0.374

Results
energy relative to the best compared isomer or geometry (same formula, charge and spin)	4.648	eV


# 2
The following is a DFT calculation (ωB97M-V/def2-TZVPD) of a single C4H7NO molecule.

Last column: Mulliken charge in e.
CARTESIAN COORDINATES (ANGSTROEM)
C  -1.39436  -0.71631  0.30384  -1.322
C  -0.31534  -0.07361  -0.56044  0.396
C  0.28670  1.20524  0.06390  -0.417
O  1.60248  0.79505  0.49386  -0.377
C  1.77702  -0.43235  -0.04570  0.055
N  0.83300  -0.98815  -0.67383  -0.585
H  -1.69940  -1.67740  -0.11917  0.346
H  -2.27636  -0.07079  0.38056  0.344
H  -1.00667  -0.89738  1.31334  0.306
H  -0.71366  0.12717  -1.56179  0.329
H  -0.26191  1.56547  0.93868  0.252
H  0.40643  2.02341  -0.65379  0.280
H  2.76209  -0.86036  0.12057  0.394

Results
energy relative to the best compared isomer or geometry (same formula, charge and spin)	1.004	eV


# 3
The following is a DFT calculation (ωB97M-V/def2-TZVPD) of a single C4H7NO molecule.

Last column: Mulliken charge in e.
CARTESIAN COORDINATES (ANGSTROEM)
C  -0.00317  1.57983  0.10570  -1.239
C  0.64233  0.19410  -0.05746  0.391
C  0.10014  -0.88487  0.89841  -0.467
O  -0.91466  -1.54397  0.11693  -0.379
C  -0.61289  -1.21119  -1.16068  0.004
N  0.27469  -0.33645  -1.38762  -0.590
H  0.70838  2.37828  -0.11770  0.314
H  -0.38277  1.73389  1.11949  0.285
H  -0.84245  1.67534  -0.58982  0.343
H  1.73140  0.27328  0.02326  0.403
H  -0.36079  -0.49753  1.80890  0.267
H  0.86317  -1.63255  1.15205  0.279
H  -1.20339  -1.72816  -1.91145  0.389

Results
energy relative to the best compared isomer or geometry (same formula, charge and spin)	1.140	eV


# 4
The following is a DFT calculation (ωB97M-V/def2-TZVPD) of 2 unconnected molecules or ions with the total composition C4H7NO.

Last column: Mulliken charge in e.
CARTESIAN COORDINATES (ANGSTROEM)
O  1.88512  -1.18318  1.54039  -0.719
C  0.02635  0.92317  -1.43327  -0.336
C  0.26341  -0.54458  -1.13857  -0.524
C  -0.98829  -0.15719  -0.43760  0.253
N  -0.64110  0.43873  0.85226  -0.517
C  -0.58131  1.38985  -0.25444  -0.121
H  1.08119  -0.64901  1.65943  0.370
H  2.46639  -0.59793  1.03967  0.338
H  1.00498  -0.90087  -0.42472  0.117
H  0.21795  -1.15056  -2.03852  0.243
H  -2.01328  -0.41516  -0.68153  0.356
H  -1.48494  0.63890  1.39082  0.258
H  -1.21205  2.27697  -0.22453  0.282

Results
energy relative to the best compared isomer or geometry (same formula, charge and spin)	5.410	eV


# 5
The following is a DFT calculation (ωB97M-V/def2-TZVPD) of a single C4H7NO molecule in a non-equilibrium geometry.

Last column: Mulliken charge in e.
CARTESIAN COORDINATES (ANGSTROEM)
O  2.42401  -0.80835  -0.59406  -0.368
N  1.86026  0.28142  0.08374  -0.524
C  0.51250  0.07977  0.09543  0.510
C  -0.44151  -0.87268  -0.39735  -0.773
C  -1.62545  -0.00274  -0.03524  -0.344
C  -0.60412  1.10764  0.35008  -0.421
H  3.36107  -0.74689  -0.35806  0.352
H  -0.35929  -1.75261  -1.02383  0.447
H  0.66319  -0.65748  1.01776  0.138
H  -2.27899  0.26773  -0.87925  0.237
H  -2.26906  -0.35139  0.78323  0.228
H  -0.56198  1.91408  -0.39146  0.237
H  -0.68062  1.54152  1.34901  0.280

Results
energy relative to the best compared isomer or geometry (same formula, charge and spin)	6.593	eV


# 6
The following is a DFT calculation (ωB97M-V/def2-TZVPD) of a single C4H7NO molecule in a non-equilibrium geometry.

Last column: Mulliken charge in e.
CARTESIAN COORDINATES (ANGSTROEM)
C  1.42756  0.67064  0.22611  -1.195
C  0.32250  -0.07446  -0.51523  0.425
C  -0.41066  -1.17928  0.15916  -0.511
N  -1.67817  -0.42927  0.84258  -0.513
C  -1.76462  0.58981  0.09696  0.029
O  -0.73056  0.77329  -0.94384  -0.423
H  1.86131  1.44732  -0.41275  0.323
H  1.06600  1.14892  1.13986  0.286
H  2.22837  -0.02705  0.49549  0.338
H  0.76297  -0.76104  -1.25993  0.238
H  -0.91052  -1.78580  -0.60505  0.305
H  0.29348  -1.80695  0.73972  0.347
H  -2.46767  1.43387  0.03692  0.349

Results
energy relative to the best compared isomer or geometry (same formula, charge and spin)	2.025	eV


- What is the energy relative to the best compared isomer or geometry (same formula, charge and spin) in the sixth record?
  2.025 eV


- energy relative to the best compared isomer or geometry (same formula, charge and spin) of number 2 (C4H7NO)?
  1.004 eV